Computed, not measured: a cluster of 13 separate species, C66H69BIN15O2P in total in a non-equilibrium geometry, with ωB97M-V/def2-TZVPD.

The geometry in XYZ format:
```
155
Properties=species:S:1:pos:R:3:forces:R:3:lowdin_charge:R:1
C 2.148804 -3.008569 -2.742903 0.09 -0.35 0.01 0.075
C 2.213461 -3.436942 -1.470996 -0.39 0.23 -0.24 -0.094
C 2.698371 -2.604804 -0.373447 -1.11 0.44 0.07 -0.236
C 1.982141 -2.329977 0.811455 0.75 -0.60 0.14 0.044
C 2.565163 -1.575585 1.782867 0.64 -0.93 -0.19 -0.009
C 3.872874 -1.115820 1.574910 0.08 0.46 0.41 -0.075
B 4.664398 -0.273262 2.701484 -0.16 -0.81 0.29 -0.676
N 4.962849 -0.870187 3.995922 -0.21 -0.11 -0.33 0.182
O 5.046789 0.971243 2.382117 0.16 0.17 0.05 0.132
N 4.458944 -1.401845 0.422219 -0.53 -0.85 -0.73 -0.217
P 6.138396 -0.801483 0.070973 0.34 0.38 0.92 0.560
O 5.762401 0.083179 -1.196036 0.18 -0.41 -0.56 -0.343
I 7.099396 -2.836950 -0.771463 0.15 0.04 -0.48 0.615
N 3.904913 -2.133029 -0.570211 0.53 0.75 0.46 0.114
H 2.507128 -3.628944 -3.548387 -1.29 -0.83 -0.32 0.069
H 1.705016 -2.074771 -3.050614 1.21 1.01 0.24 0.064
H 1.875185 -4.425234 -1.188568 1.10 -0.72 -0.16 0.108
H 0.988882 -2.719235 0.935485 -0.23 -0.15 -0.14 0.136
H 2.033328 -1.336147 2.687559 0.53 0.08 0.21 0.076
H 5.374181 -1.796582 3.890491 0.14 -0.10 0.03 0.070
H 4.086365 -1.066236 4.478411 -0.03 0.19 0.21 0.074
H 5.604195 1.305432 3.099595 -0.04 0.21 0.03 0.134
H 5.492848 -0.479982 -1.941547 -0.21 0.35 -0.27 0.053
N 2.647247 4.237395 1.293158 -0.19 0.14 0.05 0.055
C 2.696825 5.553385 1.118232 -0.02 0.12 0.02 -0.137
C 3.879976 6.251423 0.923070 0.04 -0.08 0.01 -0.055
C 5.070031 5.538662 0.921244 -0.01 -0.02 -0.01 -0.066
C 5.028783 4.163596 1.109859 -0.02 0.10 0.01 -0.070
C 3.791001 3.565253 1.285619 0.02 0.01 -0.02 -0.166
H 1.739282 6.062788 1.141166 0.05 0.09 -0.02 0.097
H 3.867444 7.322546 0.779232 -0.01 0.01 0.01 0.106
H 6.014531 6.046434 0.776022 0.01 0.01 0.00 0.109
H 5.933057 3.569389 1.117049 0.00 -0.01 -0.01 0.103
H 3.696601 2.500401 1.430571 0.12 -0.09 -0.05 0.076
N 1.728591 0.115383 4.179813 -0.04 0.10 0.26 0.031
C 0.457235 -0.230546 4.398957 0.08 0.02 0.09 -0.147
C -0.431729 0.539524 5.128574 0.10 0.01 -0.05 -0.038
C 0.014169 1.736309 5.667192 0.05 0.11 0.00 -0.043
C 1.332425 2.107234 5.451133 -0.02 -0.06 -0.04 -0.040
C 2.143414 1.267724 4.705779 0.10 0.12 0.03 -0.140
H 0.148115 -1.176357 3.967487 -0.12 -0.05 0.05 0.107
H -1.449997 0.215735 5.272819 -0.09 -0.07 0.00 0.108
H -0.658925 2.360054 6.243541 -0.05 -0.06 0.02 0.076
H 1.726487 3.030691 5.851599 0.02 0.00 -0.02 0.109
H 3.179499 1.531669 4.515597 -0.02 0.03 0.04 0.102
N -0.273231 -0.609415 -0.054479 0.11 -0.01 -0.01 0.086
C 0.442490 -0.190627 0.987474 -0.88 0.54 -0.09 -0.200
C 1.025907 1.059598 1.060984 0.03 0.01 0.13 -0.047
C 0.875155 1.930273 -0.002799 0.05 -0.03 -0.05 -0.066
C 0.157846 1.505347 -1.110843 -0.14 -0.03 0.12 -0.056
C -0.401256 0.233054 -1.082683 0.05 0.04 0.00 -0.124
H 0.552479 -0.886760 1.809692 -0.76 0.52 -0.20 0.055
H 1.588473 1.348879 1.938657 -0.04 0.06 0.04 0.090
H 1.334134 2.905779 0.084114 -0.13 0.04 -0.22 0.072
H 0.019514 2.144423 -1.972083 0.01 -0.04 -0.02 0.108
H -0.982616 -0.132500 -1.922478 0.09 0.16 0.10 0.078
N -3.368715 5.866756 -0.070870 -0.01 -0.01 0.01 0.056
C -3.353565 7.181859 -0.272568 -0.08 0.01 0.00 -0.148
C -2.195007 7.913642 -0.490975 0.03 -0.01 0.02 -0.067
C -0.984971 7.240726 -0.497736 0.01 0.01 0.01 -0.083
C -0.985127 5.870436 -0.288822 0.03 -0.02 0.00 -0.084
C -2.199347 5.233698 -0.082267 0.01 -0.05 0.00 -0.159
H -4.320233 7.672354 -0.260447 0.02 0.06 -0.03 0.100
H -2.247193 8.980717 -0.653751 -0.04 0.00 -0.03 0.091
H -0.057834 7.775020 -0.664750 0.00 0.00 -0.01 0.102
H -0.064512 5.301005 -0.286368 0.00 -0.03 -0.01 0.078
H -2.238875 4.161605 0.081497 0.04 0.00 0.00 0.099
N -1.401763 -2.740820 -6.042461 0.10 0.05 -0.05 0.050
C -1.212729 -1.974241 -4.971260 0.07 0.07 0.08 -0.169
C -1.865747 -2.165550 -3.760857 -0.04 -0.18 -0.14 -0.068
C -2.769512 -3.217430 -3.665974 0.06 -0.02 -0.06 -0.065
C -2.977245 -4.023085 -4.775934 0.04 0.26 0.21 -0.067
C -2.270158 -3.740707 -5.933661 -0.02 -0.07 -0.09 -0.158
H -0.494772 -1.168968 -5.100992 -0.03 0.03 0.09 0.097
H -1.672645 -1.515705 -2.916676 -0.09 -0.16 -0.12 0.062
H -3.303406 -3.399289 -2.744127 0.01 0.11 0.05 0.066
H -3.665231 -4.851485 -4.751700 0.01 -0.10 -0.03 0.070
H -2.404416 -4.347617 -6.821752 -0.05 -0.03 0.01 0.090
N -3.788825 -6.816290 -6.157962 -0.07 -0.13 -0.07 0.046
C -5.082596 -7.069960 -6.340006 -0.03 0.02 0.04 -0.149
C -5.588792 -7.733009 -7.447423 0.02 0.00 -0.01 -0.068
C -4.701522 -8.154882 -8.423873 0.00 -0.01 -0.01 -0.075
C -3.351075 -7.898037 -8.250526 -0.02 0.00 0.01 -0.068
C -2.949101 -7.229886 -7.104277 0.07 0.00 0.03 -0.159
H -5.747453 -6.721038 -5.556476 -0.03 -0.02 -0.02 0.104
H -6.650852 -7.911516 -7.539896 -0.01 0.01 0.01 0.103
H -5.056003 -8.674110 -9.304396 0.00 0.00 -0.01 0.107
H -2.622652 -8.207442 -8.986828 0.02 0.00 0.00 0.103
H -1.900254 -7.011854 -6.931567 0.01 -0.01 -0.03 0.105
N -4.500182 -2.589723 -0.800400 0.01 -0.03 0.03 0.051
C -4.347208 -1.840759 0.288060 0.00 0.04 0.02 -0.147
C -5.026179 -2.077059 1.474923 0.00 -0.03 -0.05 -0.072
C -5.908723 -3.143431 1.536166 0.02 0.03 0.03 -0.079
C -6.076915 -3.929589 0.409877 0.00 -0.01 -0.02 -0.070
C -5.350629 -3.610262 -0.726821 0.01 -0.03 -0.10 -0.153
H -3.649936 -1.013248 0.198772 -0.02 -0.03 0.06 0.098
H -4.869217 -1.439012 2.329930 0.03 0.10 0.07 0.098
H -6.456563 -3.356203 2.444798 0.00 0.01 0.01 0.106
H -6.755971 -4.770624 0.408191 0.00 -0.01 -0.02 0.103
H -5.455006 -4.202639 -1.630443 -0.03 -0.02 0.01 0.103
N 1.602424 -7.428203 -0.011113 0.00 0.06 -0.04 0.043
C 0.310807 -7.691330 -0.198778 -0.04 0.03 0.06 -0.161
C -0.184638 -8.374066 -1.299755 0.03 0.00 -0.01 -0.067
C 0.710707 -8.808162 -2.263178 0.00 0.00 0.00 -0.073
C 2.059147 -8.543123 -2.083606 -0.01 0.00 -0.01 -0.071
C 2.449900 -7.854759 -0.945768 0.06 0.04 0.05 -0.169
H -0.360321 -7.335503 0.575364 -0.03 -0.02 -0.02 0.102
H -1.245155 -8.558852 -1.396648 -0.01 0.01 0.01 0.104
H 0.364390 -9.343062 -3.137463 0.00 0.00 -0.01 0.108
H 2.794251 -8.862140 -2.809350 0.02 -0.01 0.00 0.102
H 3.496330 -7.628933 -0.766953 0.01 -0.02 -0.04 0.094
N -2.427564 3.082980 7.639102 0.00 0.03 -0.01 0.039
C -3.694953 2.733842 7.848884 -0.01 -0.07 -0.03 -0.149
C -4.592556 3.501217 8.574093 0.02 0.01 0.01 -0.066
C -4.150392 4.697211 9.115365 -0.01 0.01 0.01 -0.071
C -2.833797 5.074432 8.907595 -0.02 -0.01 0.00 -0.067
C -2.018573 4.235828 8.164429 0.05 0.00 -0.01 -0.154
H -4.004185 1.790539 7.412530 -0.04 0.00 0.01 0.103
H -5.611493 3.167345 8.709629 -0.01 -0.02 0.00 0.104
H -4.819978 5.324339 9.688712 -0.01 0.01 0.00 0.109
H -2.444750 5.998512 9.311184 0.02 0.01 0.00 0.104
H -0.982560 4.499823 7.978475 0.00 0.03 0.03 0.102
N -4.781702 10.249070 -2.259895 0.03 0.00 0.07 0.051
C -6.074179 10.004351 -2.460374 -0.01 -0.07 -0.05 -0.157
C -7.094661 10.797503 -1.957169 0.02 0.02 0.01 -0.072
C -6.755313 11.906959 -1.200515 -0.01 0.00 0.00 -0.079
C -5.413972 12.175593 -0.981200 -0.02 -0.01 0.00 -0.074
C -4.472644 11.319291 -1.531679 0.06 0.00 0.00 -0.165
H -6.300463 9.126724 -3.055791 -0.04 0.00 0.00 0.104
H -8.127777 10.549115 -2.155831 -0.01 -0.02 -0.01 0.102
H -7.521736 12.550934 -0.789819 -0.01 0.01 0.00 0.106
H -5.101272 13.029921 -0.397202 0.02 0.01 0.00 0.101
H -3.412896 11.499895 -1.384085 -0.01 0.04 0.01 0.098
N 5.542209 -4.690595 3.240866 -0.07 0.11 -0.01 0.045
C 5.984038 -5.013071 2.025010 -0.08 0.19 0.08 -0.195
C 5.958870 -6.297995 1.509820 -0.02 -0.02 0.03 -0.070
C 5.452410 -7.313742 2.306218 0.00 0.00 -0.01 -0.069
C 4.992866 -6.997593 3.573833 0.02 0.02 -0.02 -0.061
C 5.057419 -5.676404 3.992374 -0.02 -0.02 0.05 -0.152
H 6.364530 -4.181904 1.442003 0.00 -0.26 0.10 -0.037
H 6.326463 -6.497968 0.511950 0.02 0.02 0.00 0.101
H 5.416097 -8.333054 1.945070 -0.01 -0.01 0.00 0.110
H 4.590057 -7.757436 4.228083 -0.01 0.00 0.02 0.106
H 4.703545 -5.392162 4.976690 0.00 -0.04 0.02 0.104
N 2.510838 1.314397 -3.614500 -0.01 -0.05 -0.02 0.061
C 3.227646 1.552008 -2.520335 0.04 -0.04 0.06 -0.187
C 4.066307 2.646428 -2.366654 -0.03 -0.02 0.00 -0.069
C 4.166655 3.547510 -3.414701 -0.03 0.00 -0.02 -0.065
C 3.427456 3.313994 -4.563548 0.01 0.00 0.03 -0.062
C 2.617552 2.188220 -4.612980 -0.03 0.00 -0.06 -0.146
H 3.117439 0.823374 -1.721719 0.01 0.05 0.04 0.087
H 4.620884 2.787074 -1.449065 0.00 -0.02 0.00 0.084
H 4.808464 4.415457 -3.337515 0.00 0.01 0.00 0.108
H 3.474681 3.988885 -5.406500 -0.01 0.00 -0.02 0.105
H 2.022823 1.973924 -5.493546 0.01 0.03 -0.03 0.107
```
Positions in Å, forces in eV/Å.

Charge   +1
HOMO   -10.5550 eV
HOMO-LUMO gap   7.0 eV
E_tot   -4191.86872 a.u.

---

Computed, not measured: a cluster of 2 separate species, C4H11IN3 in total in a non-equilibrium geometry, with ωB97M-V/def2-TZVPD.

The geometry in XYZ format:
```
19
Properties=species:S:1:pos:R:3:forces:R:3:lowdin_charge:R:1
C -0.169676 -1.486842 2.095597 -2.39 -0.61 -0.13 -0.046
C -0.202034 -1.878638 0.854060 1.74 0.46 -2.28 -0.345
C 0.664047 1.055649 -2.171190 -1.05 -0.23 -0.65 -0.025
C 0.348544 1.045237 -0.705343 -1.81 1.39 -0.58 -0.126
N -0.820540 1.393168 -0.252196 -0.71 0.10 -0.69 0.024
N 0.675765 -1.437215 -0.220360 0.23 -1.49 0.35 -0.469
N -1.286340 1.417773 1.034075 1.48 -0.73 -0.31 0.121
I 2.646694 -1.159604 0.448275 -0.23 -0.45 -0.47 0.947
H -1.098563 -1.714642 2.597490 0.33 -0.21 0.78 0.074
H 0.492714 -0.781632 2.474213 1.20 0.87 0.74 0.007
H -0.838902 -2.572508 0.365759 -1.28 -0.53 0.50 0.101
H -0.262259 0.946606 -2.809338 0.88 0.47 0.73 0.114
H 1.360049 1.809019 -2.627924 -0.76 -0.38 1.03 0.121
H 1.147805 0.103803 -2.243679 0.61 -0.63 -0.52 0.048
H 1.089578 0.707351 -0.031818 0.52 0.45 0.80 -0.025
H -1.569703 1.611448 -0.909460 0.45 0.07 -0.16 0.189
H -0.581854 1.541128 1.701598 0.92 0.17 0.98 0.097
H -2.210975 1.604219 1.331818 -0.92 0.29 -0.80 0.120
H 0.615650 -2.204321 -0.931577 0.77 0.98 0.67 0.072
```
Positions in Å, forces in eV/Å.

Charge   +1
HOMO   -12.5216 eV
HOMO-LUMO gap   8.7 eV
ΔE to the lowest compared entry with this formula, charge and spin   312.15 kJ/mol
E_tot   -620.59864 a.u.

---

Computed, not measured: a structure of composition C25H23IrN5O11S, with ωB97M-V/def2-TZVPD.

The geometry in XYZ format:
```
66
Properties=species:S:1:pos:R:3:forces:R:3:lowdin_charge:R:1
Ir -1.326136 0.042523 0.531627 0.07 -0.05 -0.04 1.487
O -0.591682 1.792953 1.216362 -0.07 -0.07 -0.01 -0.203
C -0.940322 2.941057 0.690886 0.11 0.00 -0.02 -0.351
C -0.888372 4.077319 1.523520 -0.01 0.04 0.01 -0.010
C -1.211864 5.330101 1.057807 0.00 -0.02 0.01 -0.091
C -1.614291 5.515494 -0.266495 -0.02 -0.01 -0.01 -0.110
C -1.653711 4.421048 -1.102188 0.00 0.05 0.01 -0.054
C -1.299881 3.139897 -0.662356 0.01 0.01 0.01 -0.097
C -1.235354 2.049146 -1.624444 0.05 -0.11 0.00 -0.258
N -1.181058 0.749060 -1.365333 -0.17 0.02 -0.02 -0.043
C -1.161127 0.070554 -2.565051 0.04 0.04 0.07 -0.097
C -1.176274 0.974558 -3.570028 -0.02 -0.05 -0.05 -0.058
N -1.220333 2.213236 -2.965196 0.01 0.04 0.01 0.114
H -0.586972 3.916406 2.550336 0.00 0.00 0.00 0.119
H -1.166258 6.176937 1.731780 0.00 0.00 0.00 0.100
H -1.898250 6.493702 -0.629553 0.00 0.00 0.00 0.092
H -1.985481 4.562618 -2.125257 0.01 -0.01 0.00 0.101
H -1.074857 -0.997529 -2.605069 -0.02 -0.01 0.00 0.113
H -1.113644 0.851499 -4.635272 0.01 -0.01 0.01 0.118
H -1.183626 3.100280 -3.432598 0.00 0.00 0.01 0.147
O 2.344586 -1.404716 4.703911 0.01 0.03 0.02 0.115
C 2.986570 -1.365395 3.544141 0.00 0.05 0.01 -0.507
O 4.178888 -1.548744 3.468051 -0.01 -0.02 -0.01 0.085
C 2.176141 -1.075810 2.335834 -0.11 0.03 0.07 -0.046
C 2.673067 -1.016850 1.043942 0.10 0.04 -0.11 -0.004
N 1.682250 -0.721373 0.197519 -0.05 0.02 0.11 0.073
N 0.546843 -0.596792 0.894619 0.14 0.07 -0.08 -0.078
C 0.809578 -0.802756 2.178899 0.03 0.03 0.05 -0.130
C -0.371735 -0.767369 3.091437 0.02 -0.16 0.00 -0.537
O -0.231148 -0.999362 4.292525 0.03 0.08 0.05 0.056
O -1.488122 -0.552418 2.499696 -0.02 0.09 -0.04 -0.109
H 1.364314 -1.227617 4.605942 -0.04 -0.07 -0.04 0.063
H 3.681730 -1.168853 0.696833 -0.01 -0.04 -0.01 0.136
H 1.650256 -0.869482 -0.928985 -0.10 -0.09 0.20 0.078
O -3.427590 0.266927 0.298552 0.04 -0.02 0.00 -0.113
C -3.504806 -0.952721 -0.015831 0.01 0.01 0.04 -0.478
O -2.444289 -1.635849 -0.072650 -0.06 0.01 -0.03 -0.127
H -4.472946 -1.413525 -0.231523 0.00 0.01 -0.01 0.138
C 2.462856 2.937559 -0.134926 -0.01 0.00 0.01 -0.030
C 3.208617 2.173443 -1.191915 0.02 0.01 0.01 -0.260
C 2.617498 1.887847 -2.419514 0.01 -0.02 0.00 -0.026
C 3.272587 1.126804 -3.372595 -0.02 -0.01 -0.02 -0.047
C 4.547268 0.651510 -3.101695 0.03 -0.03 0.07 -0.290
C 5.163011 0.930375 -1.888725 0.00 0.00 -0.01 -0.061
C 4.492175 1.690901 -0.944320 -0.02 0.00 0.00 -0.040
S 5.334230 -0.436297 -4.256567 0.01 0.02 0.00 0.615
O 5.172220 0.101109 -5.577238 0.01 -0.02 -0.01 -0.296
O 6.638894 -0.725752 -3.729889 -0.02 0.00 0.00 -0.300
N 4.460537 -1.812828 -4.211888 -0.15 0.01 -0.05 -0.126
C 4.242386 -2.443359 -2.902773 0.01 -0.04 0.02 -0.211
C 2.806100 -2.960377 -2.783091 0.00 0.00 -0.04 -0.088
C 1.809446 -1.858703 -3.150048 0.09 0.07 -0.17 -0.639
O 1.547941 -1.707235 -4.352385 0.03 -0.04 0.09 -0.008
O 1.355857 -1.121619 -2.218561 0.01 0.05 -0.16 -0.049
H 1.715959 3.600626 -0.572464 -0.02 0.00 -0.01 0.077
H 3.141797 3.538292 0.471382 0.00 -0.01 0.01 0.082
H 1.935554 2.251224 0.533900 -0.01 0.01 -0.01 0.074
H 1.610504 2.234175 -2.616928 -0.04 0.01 -0.01 0.104
H 2.782568 0.865775 -4.302314 -0.01 0.02 0.00 0.120
H 6.154439 0.541992 -1.697844 0.00 0.00 0.00 0.110
H 4.963478 1.899243 0.009274 0.01 0.01 0.00 0.116
H 3.596289 -1.714377 -4.750862 0.04 0.01 0.06 0.091
H 4.433219 -1.724663 -2.099369 -0.01 0.01 -0.02 0.103
H 4.949519 -3.264021 -2.779406 0.01 0.01 0.03 0.115
H 2.640846 -3.311174 -1.763756 0.02 0.00 0.01 0.114
H 2.658614 -3.791527 -3.473573 0.00 0.00 0.00 0.116
```
Positions in Å, forces in eV/Å.

Charge   -1
HOMO   -5.7857 eV
HOMO-LUMO gap   7.9 eV
ΔE to the lowest compared entry with this formula, charge and spin   0.00 kJ/mol
E_tot   -2570.70011 a.u.